# C22H19ClN2O3S

A single C22H19ClN2O3S molecule (ωB97M-V/def2-TZVPD, the OMol25 dataset).

Geometry as ORCA input:
```
! wB97M-V def2-TZVPD RIJCOSX def2/J DEFGRID3
* xyz 0 1
Cl -7.8359 -1.7410 -1.9466
S -3.1649 1.6276 0.5020
O 5.5992 3.6368 -2.1075
O 0.2929 0.4638 -0.1817
O -2.9153 -1.0915 3.1889
N 2.3945 -0.3864 -0.0119
N -1.3835 -0.5955 1.5603
C -2.9472 1.0922 2.2274
C -4.8807 0.8713 -1.4195
C 7.0026 3.5554 -2.0647
C 0.5515 -1.7374 0.6947
C 2.6448 1.7881 -1.1360
C -6.1532 -1.0916 0.0602
C -5.1213 -0.3661 0.6299
C -0.3439 -4.1245 1.8298
C 4.5611 0.5112 -0.4658
C 3.1793 0.6482 -0.5383
C -1.0697 -2.9650 2.0113
C -4.4819 0.6204 -0.1079
C 4.8706 2.6196 -1.5716
C 1.2472 -2.9304 0.5021
C 1.0455 -0.4557 0.1181
C -6.5440 -0.8324 -1.2422
C 0.8077 -4.1152 1.0586
C -0.6499 -1.7676 1.4333
C 3.4832 2.7558 -1.6428
C -2.4249 -0.3320 2.3808
C -5.9083 0.1492 -1.9889
C 5.4040 1.4824 -0.9745
H -6.6506 -1.8581 0.6333
H 1.5770 1.9096 -1.1985
H -1.0690 0.1449 0.9215
H -0.6881 -5.0443 2.2774
H 4.9900 -0.3686 -0.0051
H 1.3599 -5.0271 0.8903
H 7.3728 3.5189 -1.0349
H 6.4699 1.3378 -0.8985
H 7.3650 4.4633 -2.5441
H -4.3753 1.6392 -1.9847
H -2.2112 1.7895 2.6321
H -4.8337 -0.5900 1.6434
H 2.1283 -2.9473 -0.1243
H -1.9745 -2.9726 2.5954
H -6.2173 0.3444 -3.0035
H 2.9279 -1.1634 0.3526
H 7.3726 2.6845 -2.6156
H -3.8834 1.2082 2.7735
H 3.0803 3.6411 -2.1077
*
```

Its SMILES is COc1ccc(NC(=O)c2ccccc2NC(=O)CSc2ccc(Cl)cc2)cc1. As for the energy above the lowest of the compared OMol25 structures with the same formula, charge and spin: 0.0 kJ/mol. The HOMO energy comes out at -8.11 eV.